Molecular formula: C15H30BrCuNOSbSe4Si2
Method: DFT, ωB97M-V/def2-TZVPD

## Properties
total energy	-15359.24116	Ha
Kohn-Sham gap	5.85	eV
charge	-2
energy above the lowest of the compared OMol25 structures with the same formula, charge and spin	7.1	kcal/mol
LUMO	3.89	eV

Last column: Mulliken charge in e.
Cartesian coordinates (Å):
1 Sb 3.5235 5.7662 -0.5019  0.665
2 Br -0.7429 4.7662 -0.5004  -0.515
3 Se 1.4279 4.7717 0.7319  -0.116
4 Se 4.1422 4.5376 -2.4877  -0.685
5 Se 4.1779 4.7925 1.6570  -0.713
6 Se 3.3788 8.1613 -0.6485  -0.689
7 Cu 0.2558 0.3735 0.3743  -0.518
8 Si -1.9508 -0.7507 -1.4043  0.070
9 Si -2.4769 0.1457 1.6151  0.133
10 O 1.8202 1.5524 0.4618  0.091
11 N 1.8857 -1.6298 0.8797  0.108
12 C -0.8363 -1.9500 -2.3571  -1.007
13 C -1.5488 0.4170 3.2393  -1.078
14 C -3.9576 -0.9456 2.0989  -1.090
15 C 1.5329 -3.9287 1.4292  -0.498
16 C -3.1867 1.7933 1.0636  -0.701
17 C 2.9458 1.5951 -0.4398  -0.058
18 C 2.6206 -3.3334 -0.6103  -0.824
19 C 3.6685 0.2650 -0.4632  -1.063
20 C -1.9361 0.8893 -2.3189  -0.938
21 C -1.4119 -0.6432 0.3446  0.884
22 C 2.4712 -1.9918 -0.2606  0.763
23 C 2.1471 -4.3119 0.2455  -0.340
24 C -3.7055 -1.4514 -1.6184  -1.155
25 C 1.4249 -2.5733 1.6938  -0.460
26 C 2.9075 -0.8749 -1.1677  -0.341
27 H -0.7288 -2.8962 -1.8179  0.244
28 H 2.0002 -0.4636 -1.6260  -0.102
29 H 2.2501 -5.3600 -0.0089  0.371
30 H -4.4463 -0.7754 -1.1817  0.276
31 H -3.6137 -1.9102 2.4850  0.277
32 H 4.6109 0.4440 -0.9854  0.280
33 H 3.4976 -1.2934 -1.9854  0.442
34 H -4.5996 -1.1463 1.2376  0.271
35 H 1.6056 2.4963 0.6494  -0.056
36 H -0.7483 1.1508 3.1162  0.286
37 H -3.9591 -1.5884 -2.6742  0.322
38 H -2.2117 0.7443 -3.3683  0.355
39 H -2.2172 0.7728 4.0293  0.344
40 H -1.2364 -2.1676 -3.3518  0.389
41 H -1.1632 -1.6615 0.6854  0.260
42 H -3.9046 1.6604 0.2492  0.262
43 H -1.0916 -0.5171 3.5810  0.235
44 H -2.4110 2.4787 0.7123  0.054
45 H 3.6176 2.3835 -0.0914  0.120
46 H 0.9334 -2.2202 2.5949  0.299
47 H -4.5672 -0.4717 2.8748  0.305
48 H 2.6050 1.8736 -1.4397  0.311
49 H -0.9517 1.3619 -2.2864  0.272
50 H -2.6400 1.6017 -1.8838  0.265
51 H 3.9133 -0.0225 0.5612  0.378
52 H 3.0948 -3.5938 -1.5480  0.354
53 H 0.1632 -1.5271 -2.4849  0.209
54 H -3.7121 2.2792 1.8910  0.347
55 H 1.1389 -4.6562 2.1263  0.407
56 H -3.8050 -2.4181 -1.1158  0.294


Molecular formula: C15H30Cl4F9N2O9S
Method: DFT, ωB97M-V/def2-TZVPD

## Properties
total energy	-4513.99838	Ha
Kohn-Sham gap	5.80	eV
charge	-1
energy above the lowest of the compared OMol25 structures with the same formula, charge and spin	0.0	kcal/mol
LUMO	1.98	eV

Last column: Mulliken charge in e.
Cartesian coordinates (Å):
1 Cl -2.0909 5.9795 0.6582  -0.212
2 Cl 2.0552 -3.3423 -0.0077  -0.117
3 Cl 0.4692 3.3053 -1.5428  -0.131
4 Cl 5.2068 -1.0579 1.7591  -0.244
5 S 1.4266 3.3222 2.6286  1.111
6 F -4.2367 0.2169 -3.9401  -0.237
7 F 2.2212 5.3893 1.2456  -0.240
8 F -0.7078 -4.4417 -3.5972  -0.264
9 F -1.0134 -4.0707 -1.4361  -0.233
10 F -2.1455 0.8040 -4.3210  -0.231
11 F 3.8648 4.0346 1.6213  -0.239
12 F -3.5142 2.2561 -3.5486  -0.243
13 F -2.1643 -3.0089 -2.8998  -0.220
14 F 3.1543 5.2770 3.2211  -0.217
15 O -0.1852 -1.3804 -2.0846  -0.271
16 O 2.0865 2.3023 3.4227  -0.665
17 O 0.4893 -0.8415 2.3091  -0.701
18 O 0.8127 2.7512 1.4011  -0.899
19 O 1.2863 -2.7330 -3.0742  -0.209
20 O -1.8345 -0.9295 4.3518  -0.901
21 O -2.2156 1.2791 -1.3135  -0.563
22 O -3.3163 -0.6057 -1.7487  -0.221
23 O 0.3976 4.0830 3.3548  -0.684
24 N -0.6659 0.8650 3.9483  -0.201
25 N 0.2569 0.5163 0.0905  0.919
26 C 3.4814 -2.4863 -3.8161  -1.215
27 C -0.1747 -1.9654 2.7599  -0.693
28 C -3.9191 -2.3423 -0.0356  -1.497
29 C -1.6262 -1.7817 3.2848  -0.301
30 C -1.7068 4.5612 -0.3412  -0.051
31 C 2.7681 4.5879 2.1461  0.584
32 C -3.1238 -1.0618 -0.4086  0.128
33 C -3.2098 0.9636 -3.5382  0.822
34 C 3.7191 -2.7821 0.3132  -0.349
35 C 3.5828 -1.5932 1.2265  0.022
36 C -0.2707 4.7634 -0.8466  -0.352
37 C -0.9649 -3.5331 -2.6711  0.909
38 C -2.8373 0.5790 -2.0621  0.269
39 C 0.0995 -2.4321 -2.5892  0.034
40 C 2.2058 -1.7223 -3.4927  -0.003
41 H 0.7041 0.0180 -0.6703  0.054
42 H 0.4469 -2.3855 3.5726  0.342
43 H 1.8881 -1.2312 -4.4118  0.325
44 H -2.2974 4.4833 -1.2544  0.326
45 H 4.2164 -2.4649 -0.6016  0.178
46 H 3.2003 -3.2826 -4.5071  0.334
47 H -0.6272 1.2844 4.8707  0.382
48 H 4.2164 -1.8962 -4.3627  0.398
49 H 0.6912 1.4120 0.3275  0.513
50 H 2.9736 -1.8352 2.0967  0.091
51 H -3.9125 -3.0687 -0.8536  0.354
52 H -2.0958 -1.1660 -0.0600  0.015
53 H -2.1061 -2.7774 3.2947  0.326
54 H 2.3535 -1.0863 -2.6199  0.128
55 H -0.8209 -0.1800 4.0325  0.199
56 H 3.9047 -2.8840 -2.8963  0.204
57 H -0.1843 -2.8432 2.0839  0.239
58 H -4.9809 -2.1362 0.0963  0.422
59 H 4.1850 -3.6393 0.7898  0.386
60 H -3.4718 -2.8309 0.8267  0.295
61 H -3.5114 -0.4243 0.3928  0.519
62 H 0.2756 4.9972 0.0645  0.006
63 H -1.4688 1.2036 3.4288  0.303
64 H -0.1748 5.5190 -1.6197  0.445
65 H -0.6346 0.8475 -0.2745  -0.021
66 H 0.2130 -0.0452 0.9626  0.038
67 H -1.7795 3.6265 0.2070  0.014
68 H -2.1456 -1.2502 2.4468  -0.140
69 H 3.0682 -0.7556 0.7607  0.011
70 H 0.2137 1.0664 3.4505  0.120